(1)
A structure of composition C11H16AsI2NOP at a distorted geometry. Source: the OMol25 dataset; level of theory: ωB97M-V/def2-TZVPD.

Results
Charge: -1
Total energy (eV): -101517.36820
E_HOMO (eV): -4.02

Each line ends with the Löwdin charge.
Atoms and positions in Å:
C1 2.35280 -3.03364 1.50387  -0.25
C2 2.62851 -1.89614 0.35201  -0.75
I1 4.07980 -2.48978 -1.23698  0.63
C3 1.98509 -0.52124 0.33322  -0.82
I2 0.61706 -0.08748 2.04294  0.70
As1 2.30725 0.89130 -1.07129  0.41
C4 0.33860 1.09827 -1.51469  -0.37
C5 -0.52754 -0.29196 -1.44834  -0.32
O1 -0.16220 -1.45544 -2.01108  -0.09
C6 -1.96617 -0.31221 -0.59539  -0.10
C7 -2.90053 -1.66694 -0.41981  -0.01
C8 -4.34831 -1.68171 0.40907  -0.08
C9 -4.94228 -0.30963 1.09276  -0.10
C10 -4.02567 1.04900 0.96119  -0.08
C11 -2.56314 1.05911 0.15014  -0.03
P1 2.17998 2.56864 0.54626  0.41
N1 2.95419 3.91442 -0.01612  -0.45
H1 3.31776 -3.73675 1.50937  0.05
H2 1.45194 -3.77071 1.24479  0.09
H3 2.27313 -2.61084 2.60134  0.04
H4 3.83067 0.81885 -0.74546  -0.06
H5 2.65838 2.01838 -2.10476  -0.05
H6 2.40290 -0.12292 -2.23812  -0.06
H7 0.30048 1.45699 -2.65281  0.10
H8 -0.09268 1.98696 -0.88745  0.02
H9 -2.58209 -2.69767 -0.89055  0.09
H10 -4.98931 -2.68063 0.53081  0.08
H11 -5.96389 -0.21722 1.66586  0.07
H12 -4.43311 2.03183 1.45004  0.07
H13 -2.00624 2.09672 0.15094  0.07
H14 0.80762 2.92470 0.86427  -0.08
H15 2.80952 2.14053 1.80318  -0.05
H16 3.72089 4.04741 0.70830  -0.08

---

(2)
A structure of composition C11H16AsN3ORuS2 at a distorted geometry. Source: the OMol25 dataset; level of theory: ωB97M-V/def2-TZVPD.

Results
Charge: +2
Total energy (eV): -103258.25219
E_HOMO (alpha / beta) (eV): -14.67 / -14.69

Each line ends with the Löwdin charge.
Atoms and positions in Å:
Ru1 0.83893 -0.18763 -0.06868  0.76
N1 4.07567 2.02148 -1.90862  0.19
C1 3.00731 1.55816 -1.30682  -0.75
S1 2.55612 -0.13728 -1.57592  0.65
N2 2.29213 2.33832 -0.54200  0.02
N3 1.27186 1.79647 0.09775  -0.14
C2 0.47272 2.64723 0.70794  -0.01
C3 -0.50328 2.35066 1.67632  -0.09
C4 -1.21722 3.40243 2.27399  0.01
C5 -2.01001 3.17974 3.37170  0.02
C6 -2.11545 1.88213 3.93018  0.00
C7 -1.47351 0.82270 3.36360  0.04
C8 -0.70467 1.00265 2.18117  -0.29
O1 -0.23128 -0.00515 1.57051  -0.17
H1 4.64060 1.43746 -2.50509  0.13
H2 4.35078 2.98535 -1.77146  0.15
H3 0.67000 3.69661 0.50451  0.15
H4 -1.12062 4.39740 1.85812  0.14
H5 -2.54185 4.00487 3.82497  0.13
H6 -2.72812 1.72787 4.80798  0.13
H7 -1.55317 -0.17425 3.77591  0.14
C9 0.52684 -2.98435 -0.26057  -0.23
As1 -0.70967 -2.43692 -1.67540  0.78
C10 0.15213 -2.64383 -3.39627  -0.22
C11 -2.25959 -3.59017 -1.61561  -0.22
S2 -1.28147 -0.38168 -1.35768  0.28
H8 1.15437 -3.79285 -0.63223  0.07
H9 -0.03107 -3.31864 0.61090  0.06
H10 1.22008 -2.17216 0.04698  -0.03
H11 0.03633 -3.67295 -3.73314  0.06
H12 1.20603 -2.38415 -3.32138  0.03
H13 -0.33580 -1.97407 -4.10208  0.05
H14 -1.96616 -4.60977 -1.86190  0.06
H15 -2.98444 -3.22965 -2.34436  0.06
H16 -2.70452 -3.55603 -0.62332  0.05

---

(3)
A cluster of 2 separate species, C11H16BN2 in total at a distorted geometry. Source: the OMol25 dataset; level of theory: ωB97M-V/def2-TZVPD.

Results
Charge: +1
Energy relative to the best compared isomer or geometry (same formula, charge and spin) (kcal/mol): 24.0
Total energy (eV): -15315.50724
E_HOMO (eV): -11.95

Each line ends with the Löwdin charge.
Atoms and positions in Å:
B1 0.07965 0.00136 0.33770  -0.10
C1 5.03466 0.11403 -0.19411  -0.06
C2 4.66586 -1.23151 -0.24885  -0.05
C3 4.07713 1.08390 -0.03701  -0.01
C4 3.34491 -1.59876 -0.13250  -0.01
C5 2.71648 0.74439 0.07435  -0.16
C6 2.36027 -0.62273 0.03590  -0.18
C7 0.39111 1.45957 0.34861  0.00
C8 1.71906 1.74908 0.22816  -0.02
C9 -3.05548 0.08539 -1.31068  -0.02
C10 -4.85083 -0.12571 0.30066  -0.01
C11 -2.53539 -0.58168 0.97310  -0.03
N1 1.02858 -0.97497 0.17824  0.19
N2 -3.41951 0.20875 0.11262  -0.29
H1 6.07488 0.38424 -0.27074  0.11
H2 5.42281 -1.98848 -0.38060  0.11
H3 4.35531 2.12601 0.00673  0.12
H4 3.06168 -2.64091 -0.16749  0.12
H5 -0.30180 2.27832 0.46608  0.08
H6 2.05750 2.77675 0.25134  0.13
H7 -3.23315 -0.93725 -1.64228  0.11
H8 -3.65741 0.76039 -1.91703  0.11
H9 -1.99878 0.31618 -1.43530  0.08
H10 -5.47969 0.49088 -0.33912  0.11
H11 -5.00979 -1.17360 0.05136  0.11
H12 -5.13372 0.02943 1.33976  0.11
H13 -2.65416 -1.64205 0.79817  0.06
H14 -2.62655 -0.30716 2.01239  0.05
H15 0.85619 -1.97273 0.17885  0.15
H16 -3.28983 1.18888 0.38172  0.18

---

(4)
A structure of composition C11H16BeCl3N6O3 at a distorted geometry. Source: the OMol25 dataset; level of theory: ωB97M-V/def2-TZVPD.

Results
Total energy (eV): -64720.21378
2S+1: 2
E_HOMO (alpha / beta) (eV): -3.71 / -7.66

Each line ends with the Löwdin charge.
Atoms and positions in Å:
Be1 0.07880 0.76730 0.22460  0.00
C1 4.04590 0.33890 -0.83940  -0.04
N1 3.68060 0.19910 0.55100  -0.15
C2 4.73020 -0.25960 1.43310  -0.04
C3 2.35090 0.02550 0.86410  -0.35
N2 1.41450 -0.27520 0.00120  0.18
N3 2.02030 0.23310 2.17910  0.17
C4 0.74860 0.31970 2.67790  -0.41
N4 0.66270 0.34200 4.06350  0.16
N5 -0.27670 0.44310 1.88700  0.20
H1 4.94800 0.95080 -0.89190  0.10
H2 3.24410 0.86120 -1.35910  0.10
H3 4.23900 -0.62260 -1.33240  0.10
H4 5.67710 0.13310 1.06800  0.09
H5 4.79370 -1.35380 1.46860  0.10
H6 4.59050 0.10630 2.44960  0.08
H7 1.76590 -0.53900 -0.90430  0.10
H8 2.74940 0.57970 2.78470  0.14
H9 1.42830 -0.07790 4.56940  0.10
H10 -0.24190 0.08680 4.43020  0.11
H11 -1.16760 0.39450 2.35730  0.06
Cl1 -3.82170 -0.71230 -1.48200  0.61
C5 -3.58840 0.53930 -0.26880  -1.51
Cl2 -3.52730 -0.20980 1.33050  0.61
Cl3 -4.91520 1.69020 -0.32010  0.62
C6 -2.20550 1.25840 -0.47450  -0.78
O1 -2.19300 2.46400 -0.48160  0.07
O2 -1.26200 0.44140 -0.58520  -0.04
O3 0.84440 2.14490 0.04420  -0.14
N6 0.51280 3.43730 0.02540  -0.19
C7 0.52540 4.14140 1.19260  -0.08
C8 0.25920 5.48010 1.20220  -0.12
C9 -0.05280 6.14340 0.01080  -0.14
C10 -0.12210 5.37720 -1.16510  -0.11
C11 0.15640 4.04220 -1.13690  -0.08
H12 0.75890 3.56930 2.07570  0.10
H13 0.28530 6.01590 2.13890  0.09
H14 -0.24900 7.20200 -0.00090  0.07
H15 -0.40560 5.83790 -2.09800  0.09
H16 0.10890 3.40160 -2.00300  0.12

---

(5)
The molecule C11H16BrClI2NO5PS at a distorted geometry. Source: the OMol25 dataset; level of theory: ωB97M-V/def2-TZVPD.

Results
Total energy (eV): -142282.68959
E_HOMO (eV): -9.16

Each line ends with the Löwdin charge.
Atoms and positions in Å:
C1 -2.09439 3.92989 2.06744  -0.16
C2 -2.64140 2.52517 2.26101  -0.78
I1 -4.51556 2.43527 3.30027  0.82
C3 -2.02691 1.42638 1.82501  -0.74
I2 -2.97305 -0.46677 2.22400  0.90
C4 -0.71069 1.50100 1.04643  -0.75
Cl1 -0.92619 2.49223 -0.46235  0.78
C5 -0.34838 0.06088 0.52228  -0.29
C6 1.04428 -0.02566 -0.18591  -0.54
C7 0.83466 -0.15471 -1.74475  -0.08
C8 0.89771 -1.60741 -2.29133  -0.54
O1 1.84601 -1.89685 -2.92912  0.11
N1 -0.20835 -2.48807 -2.04326  -0.17
C9 -0.99646 -2.65358 -3.28146  -0.09
C10 0.22974 -3.84347 -1.62120  -0.11
P1 1.79913 -1.65956 0.43050  0.67
O2 1.82396 -1.61402 2.07674  -0.34
Br1 3.97307 -1.68837 -0.18316  0.36
C11 2.00994 1.12280 0.17158  -0.24
O3 2.02799 1.20343 1.62438  -0.23
S1 0.71267 2.06321 2.06728  0.61
O4 0.48049 1.72953 3.42368  -0.22
O5 1.03074 3.43219 1.84544  -0.26
H1 -2.14081 4.23836 1.01672  0.06
H2 -2.70577 4.66049 2.61577  0.06
H3 -1.08664 3.99676 2.49445  0.07
H4 -0.29711 -0.60231 1.40198  0.05
H5 -1.17179 -0.21546 -0.14282  0.09
H6 -0.12758 0.30277 -2.00969  0.10
H7 1.63804 0.41951 -2.22643  0.13
H8 -0.50310 -3.30014 -4.02814  0.09
H9 -1.98555 -3.09283 -3.08075  0.09
H10 -1.19911 -1.65139 -3.69518  0.09
H11 0.07571 -3.92278 -0.53545  0.06
H12 -0.32842 -4.64416 -2.12126  0.08
H13 1.29875 -4.03413 -1.80738  0.09
H14 2.50047 -1.00790 2.42654  0.06
H15 3.03210 0.93289 -0.18247  0.09
H16 1.73177 2.09680 -0.26938  0.11

---

(6)
The molecule C11H16ClN3S. Source: the OMol25 dataset; level of theory: ωB97M-V/def2-TZVPD.

Results
Energy relative to the best compared isomer or geometry (same formula, charge and spin) (kcal/mol): 0.0
Total energy (eV): -39494.86332
E_HOMO (eV): -8.21
SMILES string: CN(C)CCNC(=S)Nc1cccc(Cl)c1

Each line ends with the Löwdin charge.
Atoms and positions in Å:
C1 -2.21391 -2.07364 1.23300  -0.11
N1 -3.55077 -1.76097 0.78898  -0.28
C2 -4.06202 -2.74249 -0.13836  -0.11
C3 -3.78148 -0.38854 0.40871  -0.20
C4 -3.08790 0.13061 -0.87284  -0.20
N2 -1.66714 0.33239 -0.72298  -0.01
C5 -1.15824 1.42031 -0.11631  -0.86
S1 -2.07435 2.70385 0.37899  0.65
N3 0.18881 1.46268 0.11934  0.04
C6 1.20989 0.63755 -0.33676  -0.24
C7 1.16622 -0.01094 -1.57225  -0.04
C8 2.22202 -0.81004 -1.97107  -0.07
C9 3.33795 -0.97373 -1.16946  -0.11
C10 3.39005 -0.30274 0.04305  -0.67
Cl1 4.78381 -0.46711 1.05083  0.68
C11 2.34478 0.49672 0.46435  -0.05
H1 -1.84460 -1.27335 1.87155  0.09
H2 -2.24747 -2.99392 1.81861  0.09
H3 -1.49761 -2.23206 0.40843  0.08
H4 -5.08087 -2.47919 -0.41592  0.09
H5 -3.45935 -2.83938 -1.05579  0.08
H6 -4.07730 -3.71390 0.35624  0.08
H7 -3.47630 0.24982 1.24148  0.10
H8 -4.85882 -0.26624 0.27118  0.12
H9 -3.24644 -0.56254 -1.70101  0.11
H10 -3.52836 1.09740 -1.12656  0.08
H11 -1.08039 -0.48909 -0.76232  0.11
H12 0.46006 2.21241 0.74188  0.12
H13 0.33384 0.14795 -2.23959  0.11
H14 2.17954 -1.30406 -2.92976  0.11
H15 4.15993 -1.59620 -1.48236  0.10
H16 2.40355 1.01235 1.41039  0.11

---

Which value of total energy does entry 3 give?
-15315.50724 eV

---

Look up the total energy of the third one.
-15315.50724 eV